The following is a DFT calculation (ωB97M-V with the def2-TZVPD basis set) of an isolated ion of composition C3H5N2S and charge +1 at a distorted geometry.

Last column: Mulliken charge in e.
CARTESIAN COORDINATES (ANGSTROEM)
C: 0.988 0.196 -1.089  -0.398
N: 0.020 -0.680 -1.077  -0.014
C: -0.738 -0.985 0.049  0.053
N: -0.643 -0.395 1.161  -0.230
C: -0.256 0.746 1.689  -0.120
S: -0.362 2.104 0.753  -0.105
H: 1.525 0.422 -0.184  0.481
H: 1.346 0.606 -2.021  0.276
H: -0.364 -1.005 -1.965  0.308
H: -1.486 -1.758 -0.067  0.398
H: -0.029 0.749 2.750  0.351

Calculated values
Energy above the lowest of the compared OMol25 structures with the same formula, charge and spin: 231.5 kJ/mol
LUMO (spin up / spin down): -6.725 / -6.726 eV
Molar mass: 101.15 g mol⁻¹
Net charge: +1

=====

The following is a DFT calculation (ωB97M-V with the def2-TZVPD basis set) of one molecule with the formula C3H5N3 at a distorted geometry.

Last column: Mulliken charge in e.
CARTESIAN COORDINATES (ANGSTROEM)
N: 1.162 -0.246 1.387  -0.543
C: 0.299 -0.130 0.276  -0.058
C: -0.548 0.955 0.097  -0.125
N: -1.316 0.920 -0.966  -0.382
N: -0.755 -0.741 -1.764  -0.392
C: 0.081 -0.998 -0.827  -0.006
H: 2.136 -0.360 1.138  0.245
H: 0.888 -0.968 2.042  0.236
H: -0.542 1.772 0.823  0.394
H: -1.924 1.754 -1.065  0.240
H: 0.520 -1.960 -1.140  0.391

Calculated values
Energy above the lowest of the compared OMol25 structures with the same formula, charge and spin: 314.5 kJ/mol
LUMO: 0.378 eV
Molar mass: 83.09 g mol⁻¹

=====

The following is a DFT calculation (ωB97M-V with the def2-TZVPD basis set) of one molecule with the formula C3H5N3 at a distorted geometry.

Last column: Mulliken charge in e.
CARTESIAN COORDINATES (ANGSTROEM)
C: 1.628 -0.085 -0.188  -0.736
N: 0.189 0.091 -0.098  0.496
C: -0.720 -0.688 0.452  -0.019
N: -1.872 0.034 0.483  -0.299
C: -1.619 1.283 -0.194  -0.462
N: -0.348 1.262 -0.562  -0.633
H: 1.943 0.151 -1.207  0.267
H: 2.127 0.601 0.503  0.288
H: 1.891 -1.114 0.057  0.303
H: -0.502 -1.663 0.879  0.349
H: -2.717 0.127 -0.127  0.447

Calculated values
Energy above the lowest of the compared OMol25 structures with the same formula, charge and spin: 362.5 kJ/mol
LUMO: 0.657 eV
Molar mass: 83.09 g mol⁻¹

=====

The following is a DFT calculation (ωB97M-V with the def2-TZVPD basis set) of one molecule with the formula C3H5N3 at a distorted geometry.

Last column: Mulliken charge in e.
CARTESIAN COORDINATES (ANGSTROEM)
H: 0.538 1.142 -2.163  0.224
N: 0.045 0.241 -2.086  -0.751
C: 0.013 0.000 -0.838  0.449
C: 0.368 0.929 0.306  -0.322
N: 0.053 0.258 1.566  -0.503
C: -0.356 -0.904 1.255  -0.073
N: -0.322 -1.158 -0.184  -0.169
H: 1.426 1.231 0.255  0.289
H: -0.238 1.834 0.174  0.298
H: -0.686 -1.606 2.055  0.344
H: -0.841 -1.966 -0.340  0.214

Calculated values
Energy above the lowest of the compared OMol25 structures with the same formula, charge and spin: 90.1 kJ/mol
LUMO: 0.894 eV
Molar mass: 83.09 g mol⁻¹

=====

The following is a DFT calculation (ωB97M-V with the def2-TZVPD basis set) of C3H5N3 as an isolated structure at a distorted geometry.

Last column: Mulliken charge in e.
CARTESIAN COORDINATES (ANGSTROEM)
C: 1.123 -0.560 -1.129  -0.948
C: 0.137 -0.011 -0.096  0.495
N: 0.424 1.006 0.617  -0.185
N: -0.540 1.528 1.339  -0.366
N: -1.913 0.305 1.158  -0.477
C: -1.375 -0.427 0.271  0.025
H: 1.088 -1.652 -1.155  0.304
H: 0.882 -0.194 -2.135  0.236
H: 2.173 -0.273 -0.943  0.283
H: -0.181 1.583 2.310  0.267
H: -1.819 -1.305 -0.237  0.365

Calculated values
Energy above the lowest of the compared OMol25 structures with the same formula, charge and spin: 293.2 kJ/mol
LUMO: 0.930 eV
Molar mass: 83.09 g mol⁻¹

=====

The following is a DFT calculation (ωB97M-V with the def2-TZVPD basis set) of one molecule with the formula C3H5N3.

Last column: Mulliken charge in e.
CARTESIAN COORDINATES (ANGSTROEM)
C: -2.183 -0.260 0.111  -0.666
C: 0.093 0.317 0.432  0.619
C: 1.286 0.700 0.017  -0.688
N: 2.317 -0.279 -0.293  0.242
N: 2.205 -1.487 -0.267  -0.662
N: -0.984 0.010 0.899  -0.303
H: -1.946 -0.816 -0.802  0.288
H: -2.643 0.697 -0.156  0.296
H: -2.888 -0.830 0.721  0.244
H: 1.538 1.746 -0.113  0.365
H: 3.206 0.202 -0.551  0.262

Calculated values
Energy above the lowest of the compared OMol25 structures with the same formula, charge and spin: 411.9 kJ/mol
LUMO: 0.686 eV
Molar mass: 83.09 g mol⁻¹

=====

The following is a DFT calculation (ωB97M-V with the def2-TZVPD basis set) of one molecule with the formula C3H5N3 at a distorted geometry.

Last column: Mulliken charge in e.
CARTESIAN COORDINATES (ANGSTROEM)
N: -1.993 0.060 -0.159  -0.404
C: -0.659 -0.132 0.288  0.189
C: 0.901 -1.176 0.145  -0.339
C: 1.858 -0.267 -0.180  -0.151
N: 1.407 0.902 0.346  -0.817
N: 0.069 0.969 0.323  0.228
H: -2.712 -0.631 -0.020  0.192
H: -2.279 0.821 -0.780  0.190
H: 0.930 -2.165 0.576  0.330
H: 2.778 -0.252 -0.826  0.325
H: -0.271 1.922 0.281  0.257

Calculated values
Energy above the lowest of the compared OMol25 structures with the same formula, charge and spin: 508.8 kJ/mol
LUMO: 0.626 eV
Molar mass: 83.09 g mol⁻¹

=====

The following is a DFT calculation (ωB97M-V with the def2-TZVPD basis set) of one molecule with the formula C3H5N3 at a distorted geometry.

Last column: Mulliken charge in e.
CARTESIAN COORDINATES (ANGSTROEM)
C: -1.063 0.234 0.065  -0.730
N: 0.367 0.325 0.039  0.029
N: 1.022 -0.816 -0.153  -0.442
C: 2.332 -0.897 0.009  -0.105
C: 3.439 0.018 0.068  0.251
N: 4.372 0.696 -0.011  -0.376
H: -1.450 -0.540 0.608  0.306
H: -1.609 1.115 0.525  0.298
H: -1.286 0.159 -1.137  0.223
H: 0.894 1.173 0.409  0.271
H: 2.773 -1.874 -0.297  0.276

Calculated values
Energy above the lowest of the compared OMol25 structures with the same formula, charge and spin: 280.3 kJ/mol
LUMO: 0.283 eV
Molar mass: 83.09 g mol⁻¹

=====

The following is a DFT calculation (ωB97M-V with the def2-TZVPD basis set) of one molecule with the formula C3H5N3.

Last column: Mulliken charge in e.
CARTESIAN COORDINATES (ANGSTROEM)
C: -1.666 -0.062 0.058  -0.796
N: -0.229 -0.191 -0.059  0.521
C: 0.735 0.690 0.286  0.004
C: 1.900 0.067 -0.083  -0.537
N: 1.590 -1.139 -0.626  -0.386
N: 0.302 -1.288 -0.610  -0.450
H: -2.089 -1.065 0.017  0.302
H: -1.915 0.403 1.014  0.309
H: -2.070 0.540 -0.761  0.293
H: 0.519 1.642 0.749  0.353
H: 2.923 0.401 0.015  0.387

Calculated values
Energy above the lowest of the compared OMol25 structures with the same formula, charge and spin: 115.2 kJ/mol
LUMO: 0.858 eV
Molar mass: 83.09 g mol⁻¹

=====

The following is a DFT calculation (ωB97M-V with the def2-TZVPD basis set) of one molecule with the formula C3H5N3.

Last column: Mulliken charge in e.
CARTESIAN COORDINATES (ANGSTROEM)
C: -1.432 -0.190 -0.061  -0.781
N: -0.002 0.088 -0.008  0.030
C: 0.780 1.216 0.050  0.053
N: 2.045 0.893 0.102  -0.396
N: 2.128 -0.475 0.082  -0.454
C: 0.907 -0.922 0.018  -0.150
H: -1.633 -0.859 -0.904  0.300
H: -2.031 0.711 -0.185  0.308
H: -1.745 -0.700 0.856  0.305
H: 0.429 2.240 0.048  0.376
H: 0.602 -1.959 -0.012  0.409

Calculated values
Energy above the lowest of the compared OMol25 structures with the same formula, charge and spin: 85.6 kJ/mol
LUMO: 0.659 eV
Molar mass: 83.09 g mol⁻¹

=====

The following is a DFT calculation (ωB97M-V with the def2-TZVPD basis set) of one molecule with the formula C3H5N3.

Last column: Mulliken charge in e.
CARTESIAN COORDINATES (ANGSTROEM)
H: -0.976 0.283 -2.717  0.243
N: -0.742 -0.068 -1.779  -0.512
N: -0.146 0.855 -1.205  -0.037
C: 0.267 0.566 0.152  0.056
N: 0.836 1.693 0.753  -0.529
C: 0.007 -0.622 0.648  0.380
C: -0.499 -1.816 0.792  -0.549
H: 1.391 1.497 1.574  0.234
H: 1.328 2.271 0.084  0.255
H: 0.056 -2.723 0.553  0.228
H: -1.521 -1.936 1.145  0.231

Calculated values
Energy above the lowest of the compared OMol25 structures with the same formula, charge and spin: 331.6 kJ/mol
LUMO: 0.419 eV
Molar mass: 83.09 g mol⁻¹

=====

The following is a DFT calculation (ωB97M-V with the def2-TZVPD basis set) of one molecule with the formula C3H5N3.

Last column: Mulliken charge in e.
CARTESIAN COORDINATES (ANGSTROEM)
C: 0.797 0.036 1.377  -0.691
N: 0.661 -0.241 -0.105  0.213
C: -0.440 -0.872 -0.704  -0.162
C: -1.111 0.123 -1.336  -0.304
N: -0.423 1.307 -1.173  -0.278
N: 0.626 1.077 -0.508  -0.444
H: 0.131 0.870 1.648  0.294
H: 0.527 -0.835 1.960  0.335
H: 1.815 0.381 1.577  0.240
H: -0.586 -1.945 -0.835  0.362
H: -2.021 0.130 -1.915  0.434

Calculated values
Energy above the lowest of the compared OMol25 structures with the same formula, charge and spin: 233.6 kJ/mol
LUMO: 0.707 eV
Molar mass: 83.09 g mol⁻¹

=====

The following is a DFT calculation (ωB97M-V with the def2-TZVPD basis set) of one molecule with the formula C3H5N3.

Last column: Mulliken charge in e.
CARTESIAN COORDINATES (ANGSTROEM)
N: 1.566 0.761 1.538  -0.501
C: 0.837 -0.013 0.869  -0.158
C: -0.019 0.458 -1.617  -0.377
N: -1.016 -0.316 -1.296  -0.503
C: -1.273 -0.688 -0.056  0.107
N: -0.428 -0.475 1.007  -0.097
H: 2.516 0.694 1.159  0.318
H: 0.485 1.133 -0.935  0.260
H: 0.191 0.587 -2.682  0.290
H: -2.245 -1.100 0.175  0.378
H: -0.614 -1.041 1.838  0.283

Calculated values
Energy above the lowest of the compared OMol25 structures with the same formula, charge and spin: 369.2 kJ/mol
LUMO (spin up / spin down): 0.030 / 0.048 eV
Molar mass: 83.09 g mol⁻¹

=====

The following is a DFT calculation (ωB97M-V with the def2-TZVPD basis set) of one molecule with the formula C3H5N3 at a distorted geometry.

Last column: Mulliken charge in e.
CARTESIAN COORDINATES (ANGSTROEM)
N: -1.825 -0.337 -0.196  -0.461
C: -0.483 -0.029 -0.133  0.355
C: 0.107 1.164 0.294  -0.180
N: 1.399 1.288 -0.010  -0.632
N: 1.763 0.009 -0.177  0.147
C: 0.665 -0.804 -0.118  -0.540
H: -2.489 0.152 0.378  0.184
H: -2.183 -1.136 -0.686  0.190
H: -0.291 1.757 1.093  0.319
H: 2.608 -0.249 -0.666  0.240
H: 0.729 -1.814 0.221  0.379

Calculated values
Energy above the lowest of the compared OMol25 structures with the same formula, charge and spin: 231.3 kJ/mol
LUMO: 1.050 eV
Molar mass: 83.09 g mol⁻¹

=====

The following is a DFT calculation (ωB97M-V with the def2-TZVPD basis set) of a 2-piece molecular cluster, C3H5N3 overall.

Last column: Mulliken charge in e.
CARTESIAN COORDINATES (ANGSTROEM)
N: 0.921 1.129 -1.246  -0.486
C: 0.037 1.280 -0.235  0.202
C: -0.691 1.483 0.707  -0.662
C: -0.149 -1.456 1.689  -0.144
N: -0.019 -1.566 0.530  0.446
N: 0.329 -1.652 -0.671  -0.827
H: 1.040 1.970 -1.792  0.255
H: 0.802 0.279 -1.787  0.245
H: -1.414 1.719 1.453  0.454
H: -0.557 -0.898 2.506  0.303
H: -0.297 -2.292 -1.157  0.214

Calculated values
Energy above the lowest of the compared OMol25 structures with the same formula, charge and spin: 516.8 kJ/mol
LUMO: 1.107 eV
Molar mass: 83.09 g mol⁻¹

=====

The following is a DFT calculation (ωB97M-V with the def2-TZVPD basis set) of an isolated ion of composition C3H5N3 and charge +2 at a distorted geometry.

Last column: Mulliken charge in e.
CARTESIAN COORDINATES (ANGSTROEM)
N: 1.679 1.325 -0.005  -0.014
C: 1.662 0.171 0.006  0.422
N: 1.228 -1.030 0.017  -0.095
C: -0.163 -1.157 -0.018  -0.105
C: -1.006 -0.171 -0.006  0.137
N: -1.947 0.640 0.014  -0.166
H: 2.041 2.271 -0.047  0.361
H: 1.845 -1.849 0.046  0.326
H: -0.574 -2.174 -0.069  0.427
H: -2.378 1.032 -0.838  0.352
H: -2.388 0.941 0.899  0.355

Calculated values
Energy above the lowest of the compared OMol25 structures with the same formula, charge and spin: 0.0 kJ/mol
LUMO: -10.201 eV
Molar mass: 83.09 g mol⁻¹
Net charge: +2

=====

The following is a DFT calculation (ωB97M-V with the def2-TZVPD basis set) of one molecule with the formula C3H5N3O.

Last column: Mulliken charge in e.
CARTESIAN COORDINATES (ANGSTROEM)
O: -0.293 0.569 2.404  -0.518
C: 0.087 1.170 1.195  -0.298
C: -0.036 0.215 0.045  0.545
N: -0.205 0.481 -1.187  -0.475
C: -0.137 -0.803 -1.818  -0.180
N: 0.056 -1.802 -0.770  -0.330
N: 0.116 -1.201 0.320  -0.128
H: 0.142 -0.295 2.443  0.353
H: 1.120 1.553 1.229  0.199
H: -0.567 2.029 1.028  0.280
H: 0.735 -0.858 -2.478  0.277
H: -1.018 -1.059 -2.412  0.276

Calculated values
Energy above the lowest of the compared OMol25 structures with the same formula, charge and spin: 230.5 kJ/mol
LUMO: -0.168 eV
Molar mass: 99.09 g mol⁻¹

=====

The following is a DFT calculation (ωB97M-V with the def2-TZVPD basis set) of one molecule with the formula C3H5N3O at a distorted geometry.

Last column: Mulliken charge in e.
CARTESIAN COORDINATES (ANGSTROEM)
C: 0.741 1.466 1.377  -0.531
O: 1.122 0.715 0.226  -0.403
C: 0.166 -0.107 -0.208  0.438
C: 0.270 -1.086 -1.136  -0.313
N: -1.034 -1.445 -1.308  0.275
N: -1.834 -0.762 -0.475  -0.725
N: -1.122 0.136 0.175  -0.109
H: 1.680 1.872 1.844  0.221
H: 0.044 2.266 0.994  0.237
H: 0.331 0.672 2.051  0.297
H: 1.098 -1.562 -1.690  0.399
H: -1.461 -2.164 -1.851  0.214

Calculated values
Energy above the lowest of the compared OMol25 structures with the same formula, charge and spin: 257.6 kJ/mol
LUMO: 0.934 eV
Molar mass: 99.09 g mol⁻¹

=====

The following is a DFT calculation (ωB97M-V with the def2-TZVPD basis set) of C3H5N3O as an isolated structure at a distorted geometry.

Last column: Mulliken charge in e.
CARTESIAN COORDINATES (ANGSTROEM)
C: 1.303 0.190 -0.364  -0.590
N: -0.195 0.237 -0.181  -0.290
C: -0.756 0.786 0.787  0.626
N: 1.971 -0.882 0.275  -0.517
C: -2.735 -0.156 -0.666  -0.168
O: -1.257 1.360 1.647  -0.302
N: -3.855 0.045 -0.473  -0.441
H: -1.316 -0.226 -0.804  0.457
H: 1.680 -1.798 -0.041  0.235
H: 1.976 -0.836 1.285  0.238
H: 1.461 0.139 -1.441  0.347
H: 1.723 1.139 -0.023  0.404

Calculated values
Energy above the lowest of the compared OMol25 structures with the same formula, charge and spin: 301.6 kJ/mol
LUMO: 0.066 eV
Molar mass: 99.09 g mol⁻¹

=====

The following is a DFT calculation (ωB97M-V with the def2-TZVPD basis set) of one molecule with the formula C3H5N3O.

Last column: Mulliken charge in e.
CARTESIAN COORDINATES (ANGSTROEM)
H: -2.194 0.208 -0.386  0.188
N: -1.370 -0.232 0.004  -0.636
C: -0.268 0.103 -0.552  0.463
N: -0.089 0.810 -1.710  -0.433
C: 0.930 -0.235 0.279  -0.174
N: 0.734 -1.369 1.224  -0.467
C: 0.409 -0.142 1.690  0.473
O: -0.059 0.506 2.575  -0.526
H: -0.877 1.331 -2.063  0.206
H: 0.821 1.148 -1.980  0.208
H: 1.950 -0.081 -0.075  0.365
H: 0.013 -2.046 0.993  0.334

Calculated values
Energy above the lowest of the compared OMol25 structures with the same formula, charge and spin: 232.9 kJ/mol
LUMO: 0.711 eV
Molar mass: 99.09 g mol⁻¹